Here is a structure of composition C21H30CuO4S2Si from OMol25. Energies are from ωB97M-V/def2-TZVPD.

ORCA input file:
```
! wB97M-V def2-TZVPD RIJCOSX def2/J DEFGRID3
* xyz -1 1
Cu 0.09936 0.15328 -1.69692
O -1.40306 0.20245 -0.07273
S -2.01097 -0.56197 1.02540
C -0.67262 -0.70931 2.33485
C -0.21561 -2.09115 2.75782
C 1.23707 -2.06394 3.25648
C 2.20979 -2.43487 2.15413
S 2.29789 -1.39743 0.51690
O 0.91558 -1.48066 0.03020
C 2.50186 0.22550 1.33114
C 3.45657 0.43016 2.31557
C 3.67345 1.70368 2.81843
C 2.97060 2.78371 2.31197
C 2.03097 2.58193 1.31466
C 1.79386 1.30794 0.83414
C -2.16337 -2.28379 0.45096
C -2.82284 -3.21794 1.24053
C -3.05934 -4.48497 0.73930
C -2.66340 -4.80764 -0.55004
C -2.02335 -3.86112 -1.33730
C -1.77818 -2.59337 -0.84098
H -1.05854 -0.14187 3.18517
H 0.14817 -0.15849 1.88549
H -0.26634 -2.76742 1.90538
H -0.87552 -2.47645 3.53819
H 1.35670 -2.77973 4.07979
H 1.48512 -1.07657 3.65310
H 1.95213 -3.41621 1.75472
H 3.23409 -2.47814 2.52236
H 4.02763 -0.40116 2.70080
H 4.39898 1.85722 3.60687
H 3.16324 3.78189 2.68271
H 1.48243 3.41516 0.90332
H 1.06569 1.14985 0.04901
H -3.13836 -2.95797 2.24089
H -3.56233 -5.22202 1.35127
H -2.86582 -5.79451 -0.94498
H -1.72330 -4.10935 -2.34368
H -1.27607 -1.83731 -1.43001
C 2.57793 0.25093 -3.50118
C 2.02751 -0.09099 -2.11968
O 2.93247 -0.30452 -1.27513
H 3.66607 0.13678 -3.52902
H 2.30127 1.28058 -3.71892
H 2.11846 -0.38578 -4.25297
C -3.55985 2.72412 -1.96350
Si -1.70808 2.76409 -2.48010
C -0.86207 3.88914 -1.16985
C -1.64298 3.81866 -4.08891
O -1.05215 1.35693 -2.65625
H -4.01148 3.71340 -1.99997
H -3.66200 2.34686 -0.94942
H -4.13830 2.07097 -2.61261
H -1.39970 4.81683 -0.98571
H 0.14733 4.14890 -1.48381
H -0.78378 3.35949 -0.22406
H -2.18174 4.75644 -3.97745
H -2.07412 3.29577 -4.93739
H -0.61697 4.06399 -4.34895
*
```

Output
Orbital gap = 5.57 eV
Largest force on an atom = 0.0521 hartree/bohr
Energy above the lowest of the compared OMol25 structures with the same formula, charge and spin = 1.407 eV
E_HOMO = -0.113 Eh
LUMO energy = 0.0914 Eh
Molecular weight = 502.2 Da

=====

Here is the molecule C21H30FN3O3 from OMol25. Energies are from ωB97M-V/def2-TZVPD.

ORCA input file:
```
! wB97M-V def2-TZVPD RIJCOSX def2/J DEFGRID3
* xyz 0 1
C -7.21343 -1.39260 -0.14199
H -7.86983 -1.23313 -0.99471
O -6.26563 -0.35915 -0.16468
C -5.33899 -0.43440 0.89103
C -4.27998 0.65322 0.68587
N -3.30156 0.22738 -0.29682
C -2.11468 -0.38355 0.25659
H -1.63272 -0.95772 -0.54076
C -1.10593 0.65103 0.79989
N -0.78188 1.60004 -0.24001
C 0.41777 1.82902 -0.81608
O 0.54706 2.63270 -1.72286
C 1.61507 1.06442 -0.24874
H 1.35111 0.01110 -0.13870
C 2.77220 1.15677 -1.25486
N 4.02016 0.73665 -0.66918
C 4.42213 1.28854 0.49703
O 5.46073 0.98769 1.05393
C 3.42694 2.29240 1.03966
H 3.75520 2.61297 2.02848
C 2.03959 1.65044 1.11479
H 1.31793 2.39995 1.44665
H 2.06524 0.85681 1.86471
H 3.39905 3.16445 0.38356
C 4.82330 -0.29855 -1.28361
H 5.85676 0.05580 -1.34863
H 4.44384 -0.47234 -2.29119
C 4.81290 -1.60426 -0.46581
C 3.41697 -2.00854 -0.09691
C 2.53581 -2.47666 -1.06476
C 1.24234 -2.79880 -0.70236
C 0.78829 -2.67934 0.59886
C 1.67177 -2.21567 1.55888
C 2.96969 -1.87911 1.21311
H 3.64968 -1.51100 1.96658
H 1.34240 -2.11743 2.58278
H -0.22680 -2.94933 0.84229
F 0.38779 -3.23885 -1.65232
H 2.84563 -2.59660 -2.09153
H 5.29308 -2.38440 -1.05908
H 5.39681 -1.44034 0.43941
H 2.54883 0.52928 -2.11841
H 2.83953 2.19235 -1.61029
C -1.96283 2.26154 -0.76848
C -2.94051 1.20426 -1.30118
H -2.46204 0.66774 -2.12633
H -3.84617 1.67824 -1.67942
H -2.43317 2.84351 0.03256
H -1.64118 2.93380 -1.56408
H -1.55899 1.20051 1.63538
H -0.21819 0.14512 1.17009
H -2.40205 -1.06940 1.05549
H -3.82650 0.89041 1.65814
H -4.79967 1.54104 0.32319
H -4.85983 -1.42465 0.90592
H -5.85419 -0.28549 1.85487
H -7.80493 -1.37213 0.78304
H -6.73392 -2.37578 -0.22900
*
```

Output
SMILES = COCCN1CCN(C(=O)[C@@H]2CCC(=O)N(CCc3cccc(F)c3)C2)CC1
Orbital gap = 8.84 eV
Largest force on an atom = 0.0135 hartree/bohr
Energy above the lowest of the compared OMol25 structures with the same formula, charge and spin = 0.396 eV
E_HOMO = -0.302 Eh
LUMO energy = 0.0225 Eh
Molecular weight = 391.5 Da

=====

Here is a structure of composition C21H30HgNOSSi from OMol25. Energies are from ωB97M-V/def2-TZVPD.

ORCA input file:
```
! wB97M-V def2-TZVPD RIJCOSX def2/J DEFGRID3
* xyz 0 2
Hg -0.29452 0.93995 -3.55614
C -1.32746 -1.22551 -1.96753
Si -1.15309 -0.97124 -0.14428
C -1.55851 0.83599 0.34012
N -0.75087 1.83840 -0.34597
C 0.55303 2.03706 0.30300
C 0.93645 3.50745 0.41967
C -0.15895 4.23553 1.19818
C -1.51839 4.10829 0.48090
C -1.44819 3.08162 -0.65793
C -2.50359 -2.00894 0.69684
C -3.84585 -1.62940 0.62308
C -4.84740 -2.41401 1.17417
C -4.52587 -3.60568 1.80804
C -3.19900 -4.00217 1.88935
C -2.20117 -3.21184 1.33721
C 0.47980 -1.60488 0.55207
C 1.23768 -2.54426 -0.14937
C 2.34550 -3.14907 0.42731
C 2.72913 -2.80956 1.71670
C 2.00053 -1.86244 2.42329
C 0.88339 -1.27591 1.84707
H -2.32635 -1.15125 -2.38621
H -0.68310 -1.90773 -2.51278
H -1.51937 0.96353 1.43616
H -2.60467 0.97654 0.05291
H 1.30906 1.47354 -0.24732
H 0.52582 1.62765 1.32291
H 1.07052 3.95742 -0.56716
H 1.88877 3.58191 0.94877
H 0.10483 5.28359 1.34716
H -0.22199 3.78081 2.19058
H -1.81285 5.06419 0.04253
H -2.29445 3.82425 1.19429
H -0.95536 3.54007 -1.52091
H -2.45621 2.82635 -0.98748
H -4.11514 -0.70560 0.12150
H -5.88062 -2.09651 1.10529
H -5.30683 -4.22213 2.23458
H -2.94237 -4.93208 2.38179
H -1.16811 -3.53474 1.40640
H 0.94522 -2.82584 -1.15516
H 2.90420 -3.89583 -0.12395
H 3.58770 -3.28640 2.17254
H 2.29025 -1.59500 3.43191
H 0.30135 -0.56460 2.42414
C 4.36230 -0.48154 -1.85336
S 2.77643 0.10796 -2.53746
C 3.36479 1.82077 -2.78156
O 2.66211 -0.49472 -3.88430
H 5.19219 -0.01661 -2.38225
H 4.37156 -1.55670 -2.00741
H 4.39768 -0.26501 -0.78520
H 3.74307 2.20291 -1.83305
H 2.51862 2.41917 -3.11629
H 4.13833 1.81226 -3.54736
*
```

Output
Orbital gap (spin up / spin down) = 8.01 / 7.16 eV
Largest force on an atom = 0.0195 hartree/bohr
E_HOMO (spin up / spin down) = -0.273 / -0.288 Eh
LUMO energy (spin up / spin down) = 0.0214 / -0.0246 Eh
Molecular weight = 573.2 Da

=====

Here is a structure of composition C21H30MnN6OSeSi from OMol25. Energies are from ωB97M-V/def2-TZVPD.

ORCA input file:
```
! wB97M-V def2-TZVPD RIJCOSX def2/J DEFGRID3
* xyz 1 5
Mn -0.28214 -0.14409 0.13963
N -0.51410 0.38212 -1.97025
C -1.51210 -0.31595 -2.81466
C -2.89945 -0.27235 -2.20095
C -3.02933 -1.00174 -0.87414
N -2.36862 -0.25360 0.22747
H -0.65101 1.38894 -2.02886
H 0.42545 0.23025 -2.32589
H -1.18370 -1.35212 -2.91304
H -1.52582 0.11497 -3.81665
H -3.59842 -0.72353 -2.90671
H -3.22734 0.76780 -2.08551
H -2.56014 -1.98686 -0.92535
H -4.07923 -1.16041 -0.62713
H -2.52739 -0.73297 1.11119
H -2.79448 0.66506 0.32078
N 4.31447 5.96460 7.53110
C 3.64908 5.49470 6.72171
C 2.81823 4.90194 5.70313
C 3.13845 3.64877 5.18936
C 2.34927 3.08117 4.20699
C 1.23142 3.76387 3.74584
C 0.90405 5.01164 4.25385
C 1.70147 5.58071 5.23236
N 0.40031 3.16970 2.73251
C -0.70498 3.72913 2.12089
C -1.16018 2.80689 1.23808
N -0.36112 1.68297 1.29956
C 0.56285 1.94108 2.20030
H 4.00368 3.11559 5.55801
H 2.62347 2.10913 3.82781
H 0.03650 5.55102 3.90666
H 1.45451 6.55324 5.63484
H -1.05629 4.71712 2.34775
H -1.99286 2.89704 0.56029
H 1.35446 1.26158 2.46590
Se -0.31718 -2.18450 1.40809
C 0.62709 -1.53118 2.93990
C -0.08252 -1.00854 4.01478
C 0.62517 -0.53853 5.11285
N 1.95431 -0.55471 5.20127
C 2.61775 -1.09392 4.17773
C 2.00879 -1.59351 3.03568
H -1.16287 -0.96064 4.00149
H 0.09174 -0.11974 5.95974
H 3.69815 -1.12962 4.27172
H 2.59962 -2.02548 2.24209
C 3.52591 -1.85360 -0.95014
Si 2.99603 -0.09043 -0.70458
C 4.18555 0.84122 0.37387
C 2.89369 0.74408 -2.37771
O 1.48753 -0.01950 -0.01592
H 4.46549 -1.90088 -1.50662
H 2.77523 -2.39978 -1.52817
H 3.67648 -2.39457 -0.01468
H 5.20422 0.76063 -0.01387
H 4.18885 0.46807 1.39923
H 3.93123 1.90461 0.40161
H 3.88351 1.06794 -2.70861
H 2.26570 1.63948 -2.34273
H 2.51074 0.07789 -3.15775
*
```

Output
Orbital gap (spin up / spin down) = 7.22 / 8.68 eV
Largest force on an atom = 0.0106 hartree/bohr
Energy above the lowest of the compared OMol25 structures with the same formula, charge and spin = 0.000 eV
E_HOMO (spin up / spin down) = -0.417 / -0.421 Eh
LUMO energy (spin up / spin down) = -0.1518 / -0.1021 Eh
Molecular weight = 544.5 Da